Entry 1:
The following is a DFT calculation (wB97M-V/def2-TZVPD) of a molecular structure, C48H39F4N2O3P2Ti.

Last column: Löwdin charge in e.
Atoms and positions in Å:
Ti (-0.517, -0.344, -0.308)  0.7692
C (3.309, -0.978, 1.560)  -0.0963
N (2.594, 0.279, 1.428)  -0.2433
C (3.457, 1.379, 1.805)  -0.1054
C (1.380, 0.231, 2.228)  -0.2264
C (0.466, 1.440, 2.112)  -0.2160
N (-0.303, 1.495, 0.871)  -0.0594
C (-0.960, 2.631, 0.604)  -0.2263
C (-1.844, 2.642, -0.509)  -0.1487
F (-2.004, 1.458, -1.160)  0.0425
C (-2.536, 3.736, -0.950)  -0.2257
F (-3.334, 3.611, -2.029)  0.0803
C (-2.442, 4.960, -0.305)  0.0339
C (-1.621, 4.985, 0.802)  -0.2324
F (-1.487, 6.144, 1.487)  0.0649
C (-0.911, 3.890, 1.257)  -0.1411
F (-0.147, 4.091, 2.365)  0.0484
H (3.687, -1.124, 2.590)  0.0864
H (4.162, -0.992, 0.880)  0.0861
H (2.652, -1.811, 1.312)  0.0682
H (3.691, 1.369, 2.887)  0.0895
H (3.008, 2.339, 1.555)  0.0671
H (4.395, 1.304, 1.255)  0.0765
H (1.634, 0.124, 3.302)  0.1256
H (0.850, -0.688, 1.959)  0.0558
H (1.072, 2.336, 2.246)  0.0959
H (-0.209, 1.401, 2.977)  0.1059
H (-2.977, 5.833, -0.643)  0.1218
O (1.812, -3.638, -0.826)  0.0503
C (1.595, -2.468, -1.110)  -0.5591
O (1.000, -1.637, -0.334)  -0.1777
C (2.140, -1.965, -2.462)  -0.0903
C (2.875, -2.914, -3.177)  -0.0238
C (3.459, -2.625, -4.396)  -0.0804
C (3.315, -1.358, -4.942)  -0.0857
C (2.585, -0.407, -4.253)  -0.0943
C (1.994, -0.684, -3.016)  -0.2680
P (1.061, 0.673, -2.208)  1.1459
C (0.302, 1.545, -3.631)  -0.3368
C (0.870, 2.651, -4.263)  -0.0963
C (0.223, 3.260, -5.330)  -0.0907
C (-0.998, 2.772, -5.774)  -0.0974
C (-1.571, 1.677, -5.144)  -0.0745
C (-0.932, 1.067, -4.073)  -0.0750
C (2.370, 1.846, -1.698)  -0.3423
C (1.962, 3.072, -1.169)  -0.0999
C (2.894, 4.024, -0.786)  -0.0836
C (4.252, 3.762, -0.918)  -0.1019
C (4.666, 2.541, -1.426)  -0.0966
C (3.731, 1.587, -1.812)  -0.0779
H (2.967, -3.895, -2.733)  0.1109
H (4.021, -3.388, -4.919)  0.0978
H (3.760, -1.112, -5.899)  0.0983
H (2.462, 0.578, -4.687)  0.0982
H (1.819, 3.043, -3.921)  0.1018
H (0.674, 4.120, -5.811)  0.0965
H (-1.506, 3.250, -6.602)  0.0953
H (-2.531, 1.302, -5.474)  0.1026
H (-1.392, 0.233, -3.557)  0.0836
H (0.905, 3.292, -1.066)  0.0999
H (2.556, 4.969, -0.380)  0.1049
H (4.982, 4.504, -0.619)  0.0970
H (5.723, 2.322, -1.524)  0.0997
H (4.068, 0.637, -2.209)  0.1029
O (-1.427, -1.071, -1.912)  -0.2318
C (-1.913, -1.436, -0.733)  -0.4995
C (-3.155, -2.033, -0.389)  -0.2481
C (-4.178, -2.496, -1.231)  -0.0302
C (-5.320, -3.046, -0.666)  -0.1098
C (-5.470, -3.152, 0.714)  -0.1153
C (-4.445, -2.709, 1.558)  -0.0824
C (-3.303, -2.168, 1.011)  -0.3053
P (-1.804, -1.522, 1.824)  1.1222
C (-2.431, -1.032, 3.481)  -0.3376
C (-2.687, -1.935, 4.516)  -0.1014
C (-3.205, -1.494, 5.725)  -0.0902
C (-3.478, -0.145, 5.916)  -0.1006
C (-3.235, 0.759, 4.894)  -0.0853
C (-2.712, 0.317, 3.686)  -0.0958
C (-0.806, -3.020, 2.179)  -0.3378
C (0.114, -3.010, 3.229)  -0.1185
C (0.978, -4.080, 3.422)  -0.0923
C (0.936, -5.168, 2.564)  -0.0971
C (0.033, -5.178, 1.511)  -0.0833
C (-0.831, -4.113, 1.318)  -0.0703
H (-4.073, -2.411, -2.305)  0.1056
H (-6.113, -3.395, -1.317)  0.0920
H (-6.373, -3.575, 1.135)  0.0841
H (-4.553, -2.784, 2.635)  0.0949
H (-2.471, -2.986, 4.372)  0.1065
H (-3.396, -2.204, 6.520)  0.0975
H (-3.880, 0.199, 6.862)  0.0952
H (-3.444, 1.812, 5.036)  0.1007
H (-2.519, 1.024, 2.886)  0.0955
H (0.161, -2.160, 3.900)  0.1006
H (1.690, -4.055, 4.238)  0.0965
H (1.621, -5.996, 2.700)  0.0952
H (0.023, -6.008, 0.816)  0.1037
H (-1.512, -4.110, 0.475)  0.1124

Summary:
total charge	-1
HOMO-LUMO gap (spin up / spin down)	5.3 / 5.3	eV
LUMO (spin up / spin down)	2.55 / 2.55	eV
DFT total energy	-112097.5206	eV

---

Entry 2:
The following is a DFT calculation (wB97M-V/def2-TZVPD) of a molecular structure, C48H39GaNO8P3S in a non-equilibrium geometry.

Last column: Löwdin charge in e.
Atoms and positions in Å:
Ga (1.114, -0.022, -0.643)  0.2473
O (2.708, 2.617, -5.643)  0.1560
C (2.086, 2.277, -4.679)  -0.2291
C (2.128, 2.929, -3.286)  -0.2652
O (2.418, 4.070, -3.027)  0.1261
C (1.652, 1.864, -2.393)  -0.2787
C (1.103, 0.822, -3.110)  -0.2587
O (0.565, -0.184, -2.449)  -0.0474
C (1.196, 1.028, -4.552)  -0.2816
O (0.677, 0.415, -5.453)  0.1174
O (1.643, 1.820, -1.090)  -0.0759
O (3.267, -0.373, -0.898)  -0.2889
S (3.397, -0.818, 0.501)  0.5664
O (4.197, -0.032, 1.384)  -0.2452
O (1.941, -0.911, 0.931)  -0.3283
C (4.037, -2.460, 0.453)  -0.2714
C (5.157, -2.738, 1.226)  -0.0396
C (5.757, -3.984, 1.115)  -0.0555
C (5.241, -4.918, 0.224)  -0.0535
C (4.115, -4.615, -0.533)  -0.0672
C (3.483, -3.383, -0.421)  -0.3087
P (1.928, -2.972, -1.347)  1.1385
C (0.795, -4.283, -0.746)  -0.3754
C (0.896, -4.794, 0.547)  -0.0881
C (-0.092, -5.628, 1.059)  -0.0784
C (-1.194, -5.962, 0.287)  -0.0867
C (-1.308, -5.455, -1.002)  -0.0779
C (-0.328, -4.616, -1.510)  -0.1137
C (2.317, -3.395, -3.079)  -0.3399
C (2.662, -2.312, -3.888)  -0.0747
C (2.981, -2.501, -5.225)  -0.0569
C (2.945, -3.777, -5.768)  -0.0747
C (2.590, -4.862, -4.975)  -0.0811
C (2.275, -4.673, -3.637)  -0.1018
H (5.553, -1.977, 1.882)  0.1146
H (6.633, -4.214, 1.707)  0.1101
H (5.717, -5.884, 0.114)  0.1095
H (3.719, -5.354, -1.217)  0.1078
H (1.753, -4.547, 1.162)  0.1065
H (0.006, -6.020, 2.064)  0.1050
H (-1.961, -6.613, 0.687)  0.1031
H (-2.164, -5.714, -1.613)  0.1060
H (-0.430, -4.222, -2.515)  0.1123
H (2.669, -1.312, -3.466)  0.0908
H (3.239, -1.650, -5.842)  0.1129
H (3.180, -3.926, -6.814)  0.1051
H (2.556, -5.857, -5.401)  0.1029
H (1.984, -5.525, -3.033)  0.1006
N (-0.515, -1.430, -0.421)  0.1037
H (-0.651, -1.785, -1.365)  0.0625
H (-1.396, -1.051, -0.086)  0.0587
H (-0.261, -2.203, 0.191)  0.0552
C (0.221, 3.088, 1.447)  -0.4720
P (-0.481, 1.572, 0.707)  1.0716
C (-1.449, 0.726, 1.999)  -0.3543
C (-2.833, 0.733, 2.155)  -0.0899
C (-3.430, 0.004, 3.176)  -0.0649
C (-2.654, -0.745, 4.048)  -0.0740
C (-1.274, -0.774, 3.892)  -0.0764
C (-0.678, -0.053, 2.870)  -0.1255
C (-1.556, 2.086, -0.668)  -0.3256
C (-1.051, 3.049, -1.548)  -0.1124
C (-1.705, 3.336, -2.734)  -0.0617
C (-2.873, 2.664, -3.070)  -0.0665
C (-3.383, 1.706, -2.209)  -0.0681
C (-2.725, 1.414, -1.020)  -0.0939
P (-0.656, 4.453, 2.348)  1.0585
C (-1.153, 3.732, 3.953)  -0.3889
C (-0.483, 2.666, 4.548)  -0.1060
C (-0.794, 2.260, 5.840)  -0.0835
C (-1.777, 2.918, 6.564)  -0.0884
C (-2.436, 3.999, 5.991)  -0.0815
C (-2.119, 4.407, 4.705)  -0.1254
C (-2.233, 4.677, 1.442)  -0.3886
C (-2.133, 5.367, 0.232)  -0.1269
C (-3.249, 5.582, -0.563)  -0.0835
C (-4.497, 5.148, -0.135)  -0.0812
C (-4.618, 4.507, 1.091)  -0.0805
C (-3.493, 4.272, 1.872)  -0.1096
H (0.733, 3.581, 0.619)  0.0373
H (1.045, 2.764, 2.088)  0.0532
H (-3.454, 1.321, 1.495)  0.0865
H (-4.507, 0.026, 3.289)  0.1070
H (-3.124, -1.306, 4.846)  0.1056
H (-0.660, -1.365, 4.561)  0.1098
H (0.399, -0.102, 2.739)  0.0970
H (-0.124, 3.563, -1.330)  0.1011
H (-1.286, 4.076, -3.406)  0.1188
H (-3.377, 2.880, -4.004)  0.1077
H (-4.289, 1.170, -2.463)  0.1061
H (-3.141, 0.645, -0.381)  0.0854
H (0.293, 2.134, 4.011)  0.0843
H (-0.262, 1.425, 6.280)  0.1050
H (-2.022, 2.599, 7.569)  0.1009
H (-3.194, 4.533, 6.551)  0.1036
H (-2.624, 5.270, 4.283)  0.1049
H (-1.164, 5.726, -0.099)  0.1058
H (-3.146, 6.096, -1.510)  0.1085
H (-5.373, 5.320, -0.748)  0.1033
H (-5.591, 4.185, 1.442)  0.1030
H (-3.604, 3.772, 2.827)  0.0894

Summary:
HOMO-LUMO gap	7.9	eV
LUMO	0.11	eV
DFT total energy	-159358.9487	eV

---

Entry 3:
The following is a DFT calculation (wB97M-V/def2-TZVPD) of a molecular structure, C48H40ClN2O13PS2 in a non-equilibrium geometry.

Last column: Löwdin charge in e.
Atoms and positions in Å:
C (-3.935, 0.387, 0.431)  -0.0886
C (-3.134, 0.287, -0.864)  -0.2472
C (-1.984, -0.742, -0.794)  -0.6111
Cl (-1.500, -1.248, -2.435)  0.7554
C (-0.843, -0.205, 0.060)  -0.1421
C (-0.105, 0.965, -0.399)  -0.1086
C (-0.308, 1.597, -1.765)  -0.1250
C (0.773, 1.028, -2.749)  -0.2518
O (0.236, 0.943, -4.060)  -0.0850
C (0.836, 1.534, 0.421)  -0.0907
C (1.599, 2.791, 0.089)  -0.0931
C (0.835, 4.062, 0.457)  -0.1813
C (1.551, 5.181, 0.872)  -0.0418
C (0.920, 6.376, 1.183)  -0.0894
C (-0.458, 6.502, 1.097)  -0.0924
C (-1.189, 5.380, 0.721)  -0.0794
C (-0.551, 4.188, 0.410)  -0.0383
C (1.153, 0.946, 1.674)  -0.3059
N (2.054, 1.360, 2.539)  -0.2021
S (2.050, 0.302, 3.768)  1.0521
N (0.921, -0.678, 3.237)  -0.2825
C (0.460, -0.251, 2.073)  -0.3307
C (-0.569, -0.837, 1.262)  -0.1513
P (-1.409, -2.359, 1.834)  0.2071
O (-2.949, -2.014, 2.073)  -0.2010
O (-1.370, -3.376, 0.597)  -0.2309
S (-0.678, -3.208, 3.399)  0.3335
H (-4.514, -0.515, 0.584)  0.0401
H (-4.544, 1.286, 0.434)  0.0795
H (-3.239, 0.499, 1.260)  0.0692
H (-3.798, 0.046, -1.691)  0.1063
H (-2.758, 1.288, -1.054)  0.0900
H (-2.402, -1.626, -0.343)  0.0575
H (-0.165, 2.666, -1.742)  0.1034
H (-1.248, 1.344, -2.223)  0.0737
H (1.669, 1.648, -2.723)  0.1061
H (1.036, 0.042, -2.373)  0.1044
H (0.394, 0.040, -4.346)  0.0514
H (1.758, 2.816, -0.979)  0.0983
H (2.526, 2.823, 0.636)  0.0838
H (2.630, 5.144, 0.962)  0.1106
H (1.491, 7.241, 1.488)  0.0995
H (-0.965, 7.428, 1.316)  0.0977
H (-2.264, 5.463, 0.657)  0.0999
H (-1.181, 3.362, 0.122)  0.0985
H (-3.509, -2.757, 1.807)  0.0936
H (-0.498, -3.311, 0.157)  0.0418
C (7.396, 3.570, -0.887)  0.0225
C (6.082, 3.393, -1.002)  0.0238
C (5.435, 2.132, -0.563)  -0.3671
O (4.238, 1.970, -0.669)  0.0945
C (6.305, 1.077, 0.013)  0.0256
C (7.619, 1.254, 0.128)  0.0230
C (8.268, 2.514, -0.312)  -0.3859
O (9.464, 2.677, -0.206)  0.1111
H (7.889, 4.480, -1.201)  0.1227
H (5.428, 4.149, -1.418)  0.1225
H (5.810, 0.168, 0.328)  0.1231
H (8.272, 0.497, 0.544)  0.1229
C (-0.647, -0.997, 6.543)  0.0136
C (-1.816, -0.788, 7.142)  0.0241
C (-1.901, -0.543, 8.602)  -0.3885
O (-2.966, -0.354, 9.151)  0.1002
C (-0.630, -0.539, 9.373)  0.0185
C (0.540, -0.749, 8.776)  0.0193
C (0.621, -0.992, 7.314)  -0.3816
O (1.682, -1.182, 6.760)  0.0753
H (-0.561, -1.184, 5.477)  0.0578
H (-2.753, -0.788, 6.600)  0.1219
H (-0.715, -0.358, 10.437)  0.1201
H (1.477, -0.751, 9.318)  0.1201
C (1.173, -7.049, -1.636)  0.0297
C (0.465, -5.939, -1.448)  0.0330
C (1.071, -4.602, -1.653)  -0.3518
O (0.425, -3.585, -1.482)  0.0441
C (2.489, -4.541, -2.077)  0.0314
C (3.198, -5.651, -2.265)  0.0276
C (2.596, -6.993, -2.060)  -0.3823
O (3.240, -8.004, -2.233)  0.1145
H (0.754, -8.036, -1.491)  0.1246
H (-0.573, -5.954, -1.139)  0.1265
H (2.905, -3.552, -2.222)  0.1242
H (4.235, -5.632, -2.573)  0.1234
C (-8.913, -1.327, -0.137)  0.0210
C (-10.038, -0.955, 0.466)  0.0223
C (-10.045, -0.527, 1.888)  -0.3855
O (-11.070, -0.190, 2.438)  0.1115
C (-8.747, -0.530, 2.610)  0.0243
C (-7.622, -0.902, 2.007)  0.0224
C (-7.617, -1.329, 0.585)  -0.3806
O (-6.590, -1.667, 0.034)  0.0918
H (-8.885, -1.642, -1.172)  0.1221
H (-10.994, -0.945, -0.042)  0.1225
H (-8.774, -0.214, 3.645)  0.1237
H (-6.666, -0.911, 2.515)  0.1213
C (3.051, 0.682, -6.325)  0.0235
C (3.320, 1.256, -7.495)  0.0265
C (3.343, 0.467, -8.753)  -0.3847
O (3.590, 0.987, -9.818)  0.1114
C (3.053, -0.986, -8.655)  0.0236
C (2.784, -1.560, -7.485)  0.0203
C (2.763, -0.770, -6.230)  -0.3828
O (2.515, -1.290, -5.162)  0.0912
H (3.027, 1.237, -5.396)  0.1191
H (3.532, 2.313, -7.588)  0.1235
H (3.073, -1.543, -9.583)  0.1227
H (2.570, -2.617, -7.392)  0.1214

Summary:
HOMO-LUMO gap	6.5	eV
LUMO	-1.82	eV
DFT total energy	-123500.6350	eV

---

Entry 4:
The following is a DFT calculation (wB97M-V/def2-TZVPD) of a molecular structure, C48H41FN2O6PtS2Si.

Last column: Löwdin charge in e.
Atoms and positions in Å:
Pt (0.824, -0.470, -0.924)  1.2446
C (1.077, -5.598, 5.061)  -0.0275
C (0.561, -4.487, 4.196)  -0.2378
C (-0.436, -4.713, 3.253)  -0.0062
C (-0.901, -3.687, 2.444)  -0.0452
C (-0.369, -2.415, 2.606)  -0.4056
C (0.635, -2.157, 3.538)  -0.0819
C (1.091, -3.196, 4.323)  -0.0099
S (-0.951, -1.198, 1.498)  1.1630
O (0.358, -0.461, 1.018)  -0.6389
C (-1.646, 0.101, 2.486)  -0.2905
C (-1.630, 0.095, 3.894)  -0.0312
C (-2.141, 1.171, 4.561)  0.0136
C (-2.679, 2.276, 3.866)  -0.1362
C (-3.200, 3.397, 4.561)  -0.0081
C (-3.740, 4.445, 3.878)  -0.0424
C (-3.795, 4.427, 2.466)  -0.0452
C (-3.301, 3.366, 1.764)  -0.0135
C (-2.721, 2.263, 2.448)  -0.0986
C (-2.199, 1.135, 1.758)  -0.1738
C (-2.326, 1.075, 0.268)  -0.1784
C (-3.462, 0.428, -0.311)  -0.0998
C (-4.425, -0.240, 0.483)  0.0022
C (-5.482, -0.880, -0.103)  -0.0356
C (-5.639, -0.873, -1.503)  -0.0384
C (-4.736, -0.219, -2.294)  -0.0127
C (-3.627, 0.444, -1.720)  -0.1426
C (-2.684, 1.132, -2.530)  -0.0018
C (-1.598, 1.734, -1.972)  -0.0575
C (-1.425, 1.686, -0.568)  -0.3295
S (0.115, 2.283, 0.098)  1.1479
O (1.149, 1.561, -0.849)  -0.6544
C (0.247, 3.952, -0.428)  -0.3855
C (-0.149, 4.902, 0.503)  -0.0639
C (-0.098, 6.239, 0.145)  -0.0113
C (0.364, 6.632, -1.109)  -0.2389
C (0.458, 8.084, -1.470)  -0.0287
C (0.771, 5.647, -2.015)  -0.0080
C (0.713, 4.305, -1.689)  -0.0588
H (0.515, -6.517, 4.909)  0.0849
H (1.014, -5.327, 6.115)  0.0947
H (2.127, -5.798, 4.841)  0.0950
H (-0.849, -5.708, 3.140)  0.1262
H (-1.652, -3.876, 1.686)  0.1212
H (1.040, -1.159, 3.647)  0.1192
H (1.867, -3.011, 5.055)  0.1294
H (-1.223, -0.750, 4.430)  0.1083
H (-2.141, 1.187, 5.643)  0.1305
H (-3.166, 3.403, 5.643)  0.1244
H (-4.140, 5.295, 4.416)  0.1179
H (-4.240, 5.260, 1.939)  0.1167
H (-3.359, 3.358, 0.684)  0.1219
H (-4.326, -0.237, 1.560)  0.1238
H (-6.211, -1.390, 0.513)  0.1184
H (-6.484, -1.379, -1.949)  0.1190
H (-4.862, -0.194, -3.369)  0.1225
H (-2.847, 1.181, -3.600)  0.1297
H (-0.876, 2.251, -2.591)  0.1123
H (-0.494, 4.608, 1.488)  0.1127
H (-0.409, 6.990, 0.860)  0.1267
H (-0.302, 8.671, -0.957)  0.0875
H (0.351, 8.234, -2.543)  0.0872
H (1.433, 8.479, -1.177)  0.0991
H (1.139, 5.941, -2.989)  0.1265
H (1.045, 3.551, -2.390)  0.1108
C (3.254, 0.323, 1.380)  -0.1500
Si (3.236, -0.228, -0.379)  0.6798
C (3.983, 0.964, -1.577)  -0.1465
C (3.624, -2.002, -0.671)  -0.2877
C (3.052, -2.982, 0.152)  -0.0977
C (3.228, -4.325, -0.124)  -0.0502
C (3.979, -4.713, -1.229)  -0.0446
C (4.567, -3.759, -2.048)  -0.0610
C (4.382, -2.410, -1.774)  -0.0980
H (4.299, 0.507, 1.646)  0.0629
H (2.860, -0.444, 2.043)  0.0249
H (2.695, 1.246, 1.534)  0.0397
H (4.950, 1.288, -1.183)  0.0649
H (3.348, 1.843, -1.680)  0.0334
H (4.151, 0.537, -2.561)  0.0187
H (2.455, -2.696, 1.012)  0.0950
H (2.777, -5.073, 0.515)  0.1145
H (4.116, -5.764, -1.445)  0.1171
H (5.174, -4.062, -2.891)  0.1179
H (4.865, -1.676, -2.409)  0.0998
F (2.537, -4.510, -6.023)  0.1525
C (2.205, -3.470, -5.287)  -0.1735
C (1.057, -3.426, -4.613)  0.0993
N (0.719, -2.322, -3.822)  0.0393
C (-0.595, -2.293, -3.172)  -0.0135
C (-0.523, -2.957, -1.804)  -0.5699
O (-1.062, -4.008, -1.587)  0.1303
O (0.201, -2.336, -0.891)  -0.2266
C (1.575, -1.307, -3.665)  -0.4095
O (1.365, -0.321, -2.887)  -0.1227
N (2.700, -1.319, -4.403)  0.2529
C (3.171, -2.371, -5.228)  -0.3605
O (4.241, -2.310, -5.755)  0.1716
H (0.339, -4.233, -4.635)  0.1651
H (-1.295, -2.837, -3.799)  0.1467
H (-0.923, -1.257, -3.088)  0.1205
H (3.336, -0.542, -4.281)  0.1653

Summary:
total charge	+2
HOMO-LUMO gap	7.7	eV
LUMO	-5.48	eV
DFT total energy	-101207.6332	eV